P:
Molecular formula: C5H10N3O2
Method: DFT, ωB97M-V with the def2-TZVPD basis set

Last column: Löwdin charge in e.
Element x y z (Å)
O 0.725 -2.868 1.016  0.08
N -0.698 -1.265 -1.865  0.07
H -1.373 -0.268 -3.365  0.14
N 0.778 1.834 1.388  0.17
C 0.591 -2.267 -0.166  -0.15
H -0.240 -1.856 -2.558  0.17
H -1.233 -1.443 0.122  0.09
O -1.813 0.673 -1.600  0.00
H 2.620 1.440 1.068  0.07
C -0.491 -1.597 -0.519  -0.08
C -1.303 -0.210 -2.312  -0.27
H 0.059 -2.917 1.663  0.10
H 1.292 -2.452 -0.904  0.12
H -2.087 2.369 0.464  0.13
H 2.279 1.649 2.648  0.07
C -0.338 1.737 1.054  -0.11
H -1.871 0.874 -0.168  0.12
H 2.524 2.986 1.590  0.11
C 2.117 2.014 1.729  -0.01
N -1.538 1.566 0.715  0.16

Values from the calculation:
M   144.15 u
E_HOMO   -12.510 eV
Charge   +1
Frontier orbital gap   0.3617 Ha


Q:
Molecular formula: C5H10N3O2
Method: DFT, ωB97M-V with the def2-TZVPD basis set

Last column: Löwdin charge in e.
Element x y z (Å)
C 1.518 -0.550 0.890  0.07
N -0.709 -0.810 2.009  -0.01
H 2.209 -0.763 -3.482  0.10
H 1.624 0.563 1.056  0.14
H -2.108 1.347 0.963  0.11
C 1.643 -0.092 -2.881  0.03
O -0.954 0.256 2.487  -0.01
N -1.320 -1.143 0.948  0.12
C 1.158 -0.659 -0.602  -0.34
N 0.032 -1.269 -0.916  0.15
H -1.803 -2.107 -0.791  0.18
H 0.613 -0.071 -3.104  0.08
H -0.965 2.278 1.877  0.09
H -2.366 1.548 2.659  0.10
H 2.515 -1.093 1.070  0.15
H 0.812 -1.121 1.329  0.00
C -0.950 -1.618 -0.184  -0.18
C -1.599 1.438 1.932  0.06
H 2.033 0.898 -3.155  0.11
O 1.899 -0.129 -1.467  0.05

Values from the calculation:
M   144.15 u
E_HOMO   -14.226 eV
Charge   +1
Structure (SMILES)   CO/N=N/C=[N+]=C(C)OC
Frontier orbital gap   0.3417 Ha


Sorted by energy, starting with the most stable: P, Q.


P:
Molecular formula: C4H11S2
Method: DFT, ωB97M-V with the def2-TZVPD basis set

Last column: Löwdin charge in e.
Element x y z (Å)
H 1.661 -0.497 -0.270  0.01
H -2.312 2.085 2.280  0.02
H -0.105 2.707 -1.865  0.06
C -0.701 2.031 -1.128  -0.52
H 1.173 -3.536 -0.164  0.06
S -1.107 2.938 0.359  0.62
H 0.574 -1.132 1.004  0.02
H -1.634 1.617 -1.595  0.03
H 2.430 -2.593 -1.072  0.05
S -0.258 -1.400 -1.271  0.12
H 2.490 -2.856 0.778  0.00
H -0.048 1.147 -0.947  -0.05
C 1.023 -1.339 0.018  -0.82
C -1.775 1.595 1.411  -0.46
H -2.408 0.923 0.680  0.06
H -0.920 0.957 1.855  0.04
C 1.917 -2.646 -0.073  -0.25

Values from the calculation:
M   123.27 u
E_HOMO   -2.417 eV
Charge   -1
Frontier orbital gap   0.2074 Ha


Q:
Molecular formula: C4H11S2
Method: DFT, ωB97M-V with the def2-TZVPD basis set

Last column: Löwdin charge in e.
Element x y z (Å)
S -0.729 -0.381 2.901  0.66
C 0.600 1.700 -2.159  -0.25
H 0.504 -0.021 0.868  -0.07
H 0.928 1.156 2.097  0.02
C -0.995 -1.993 2.071  -0.43
H 0.481 2.645 -2.698  0.04
H 1.658 -0.413 2.173  0.03
H -0.374 0.346 -3.503  0.02
H -1.178 -1.776 1.021  -0.03
C 0.712 0.094 1.948  -0.50
H 0.595 1.810 -1.066  0.04
H -1.861 -2.476 2.524  0.02
H -0.114 -2.602 2.266  0.03
C -0.410 0.572 -2.429  -0.83
H -1.417 0.939 -2.203  0.02
H 1.608 1.314 -2.336  0.04
S -0.007 -0.913 -1.475  0.19

Values from the calculation:
M   123.27 u
E_HOMO   -2.553 eV
Charge   -1
Frontier orbital gap   0.2160 Ha


R:
Molecular formula: C4H11S2
Method: DFT, ωB97M-V with the def2-TZVPD basis set

Last column: Löwdin charge in e.
Element x y z (Å)
H -0.124 -0.787 0.046  -0.02
C -1.488 1.194 -1.208  -0.28
C 1.376 -2.257 2.045  -0.42
H 1.993 -3.126 2.533  0.05
H -2.135 2.965 -0.415  0.03
H -1.861 0.700 -0.357  0.02
H -2.163 1.084 -2.131  0.06
H -0.584 0.815 -1.764  0.04
S 1.006 -2.818 0.325  0.69
C -1.134 2.710 -0.872  -0.72
H 1.535 -0.408 0.089  0.05
H -0.911 3.279 -1.795  0.02
S 0.432 2.680 0.314  -0.06
H 0.950 -1.215 -1.306  -0.01
C 0.777 -1.169 -0.291  -0.49
H 0.457 -2.315 2.661  0.03
H 1.872 -1.332 2.123  0.01

Values from the calculation:
M   123.27 u
E_HOMO   -2.514 eV
Charge   -1
Frontier orbital gap   0.2038 Ha


Sorted by energy, starting with the most stable: Q, P, R.


P:
Molecular formula: C5H10N2S
Method: DFT, ωB97M-V with the def2-TZVPD basis set

Last column: Löwdin charge in e.
Element x y z (Å)
H -3.169 1.455 -0.563  0.08
H -1.496 1.812 -1.274  0.05
C -1.273 0.048 -0.178  -0.39
C 2.224 -1.229 -0.255  -0.37
H -1.428 -1.706 0.823  0.10
H -2.488 -0.468 1.554  0.10
N 3.250 -0.504 -0.370  -0.44
N 0.884 -1.010 -0.106  0.03
H 1.813 0.865 1.429  0.13
C 0.092 0.143 -0.403  -0.20
H -3.061 -1.166 -0.245  0.11
H -1.809 2.196 0.607  0.13
H 4.082 -0.940 -0.142  0.05
S 3.281 1.062 0.238  0.66
H 0.575 1.036 -0.768  0.07
H 2.761 -2.161 -0.472  0.13
C -2.214 -0.847 0.499  -0.12
C -2.023 1.412 -0.375  -0.13

Values from the calculation:
M   130.22 u
E_HOMO   -7.611 eV
Charge   0
Frontier orbital gap   0.2584 Ha


Q:
Molecular formula: C5H10N2S
Method: DFT, ωB97M-V with the def2-TZVPD basis set

Last column: Löwdin charge in e.
Element x y z (Å)
H -1.668 1.785 -0.242  0.11
C -0.124 -0.539 -0.779  -0.40
C -0.318 -1.200 0.389  -0.89
H -0.605 2.696 0.742  0.07
H 1.817 -1.490 -1.367  0.10
H 1.376 1.049 -0.284  0.16
H 0.153 -1.423 2.694  0.19
C 0.780 -1.256 -1.657  -0.09
H 1.194 -0.731 -2.539  0.08
C 0.301 0.817 0.056  -0.20
H -1.076 -0.389 -1.169  0.13
N 0.299 -0.054 2.484  -0.01
N -0.011 -0.127 1.213  -0.30
C -0.525 2.038 -0.159  -0.09
H 0.005 -1.998 -2.022  0.11
S -0.690 -2.726 0.700  0.72
H -0.706 0.823 2.938  0.20
H -0.205 2.725 -0.997  0.09

Values from the calculation:
M   130.22 u
E_HOMO   -8.153 eV
Charge   0
Frontier orbital gap   0.3089 Ha


R:
Molecular formula: C5H10N2S
Method: DFT, ωB97M-V with the def2-TZVPD basis set

Last column: Löwdin charge in e.
Element x y z (Å)
H 2.253 1.716 0.423  0.08
H -3.227 0.721 0.855  0.04
H -4.043 -0.823 0.818  0.03
S -1.786 -0.969 -0.074  0.84
N 1.258 -2.087 -0.759  0.13
N 2.540 -0.870 0.770  0.09
H 0.476 -1.982 -1.379  0.01
C 0.623 0.323 -0.200  -0.31
H 1.964 1.500 -1.312  0.08
H 0.890 2.463 -0.532  0.07
H -3.909 0.152 -0.715  0.06
C 1.467 -0.986 -0.135  -0.45
C -3.373 -0.189 0.236  -0.44
H -1.181 1.404 -0.097  0.08
H 3.003 -1.777 0.864  0.09
C 1.478 1.569 -0.350  -0.07
H 2.271 -0.584 1.702  0.09
C -0.703 0.420 -0.115  -0.41

Values from the calculation:
M   130.22 u
E_HOMO   -8.258 eV
Charge   0
Structure (SMILES)   [H]/N=C(N)\C(C)=C/SC
Frontier orbital gap   0.3362 Ha


S:
Molecular formula: C5H10N2S
Method: DFT, ωB97M-V with the def2-TZVPD basis set

Last column: Löwdin charge in e.
Element x y z (Å)
H 0.713 2.267 -3.368  0.07
H -1.873 -0.288 2.370  0.09
H -0.467 -2.305 1.438  0.13
H -0.097 3.237 -1.978  0.08
H -0.436 0.702 2.414  0.06
C 0.119 2.217 -2.404  -0.18
C 1.153 -1.468 -0.194  -0.22
N 1.346 -1.250 1.303  -0.03
H -0.526 -0.883 3.521  0.11
H -1.109 -1.262 -0.868  0.10
N 0.044 1.012 -1.933  -0.36
C -0.190 -1.232 1.396  -0.44
C -0.326 -0.868 -0.135  -0.54
H 1.512 -0.134 1.288  0.13
H 1.080 -2.567 -0.515  0.12
S -0.653 0.886 -0.376  0.86
C -0.756 -0.359 2.518  -0.10
H 1.929 -1.015 -0.970  0.13

Values from the calculation:
M   130.22 u
E_HOMO   -8.560 eV
Charge   0
Structure (SMILES)   C=NS[C@H]1CN[C@H]1C
Frontier orbital gap   0.3443 Ha


Sorted by energy, starting with the most stable: R, S, P, Q.


P:
Molecular formula: C5H10N2S
Method: DFT, ωB97M-V with the def2-TZVPD basis set

Last column: Löwdin charge in e.
Element x y z (Å)
H 1.385 -1.543 1.073  0.12
H -0.634 -1.198 1.570  0.07
N 1.318 0.469 0.211  0.01
S -0.363 0.665 -2.540  0.80
H 3.359 -1.991 0.123  0.02
H -1.055 -1.008 -0.886  0.12
C 1.865 -0.818 0.376  -0.31
C -0.688 -0.100 1.666  -0.05
C -1.881 0.863 -1.612  -0.46
C -0.158 0.610 0.367  -0.38
H 1.660 0.957 -0.626  0.11
C -0.881 0.081 -0.863  -0.55
H -2.691 0.267 -2.056  0.07
H -2.116 1.898 -1.315  0.08
H 0.048 0.158 2.434  0.08
N 2.938 -1.149 -0.239  0.06
H -0.392 1.683 0.463  0.14
H -1.713 0.155 1.854  0.07

Values from the calculation:
M   130.22 u
E_HOMO   -8.993 eV
Charge   0
Structure (SMILES)   [H]/N=C/N[C@H](C)[C@H]1CS1
Frontier orbital gap   0.3634 Ha


Q:
Molecular formula: C5H10N2S
Method: DFT, ωB97M-V with the def2-TZVPD basis set

Last column: Löwdin charge in e.
Element x y z (Å)
N 1.160 0.165 1.552  0.07
H 0.355 2.204 -0.616  0.12
C -0.306 0.057 -0.389  -0.78
S -0.892 -1.207 -1.667  0.79
H 1.250 1.173 1.344  0.09
H -0.874 -2.264 -0.874  -0.16
H -1.349 1.452 0.800  0.06
C 0.083 1.283 -1.293  -0.11
C 0.810 -0.580 0.366  -0.47
H -1.681 -0.287 1.065  0.08
H -2.466 0.744 -0.089  0.08
H 1.005 1.094 -1.772  0.05
C 0.719 -1.900 0.728  -0.33
C -1.528 0.515 0.376  -0.11
N 0.598 -2.979 0.972  0.20
H 1.851 -0.743 -0.593  0.24
H -0.716 1.514 -1.979  0.07
H 1.979 -0.241 2.069  0.12

Values from the calculation:
M   130.22 u
E_HOMO   -9.247 eV
Charge   0
Frontier orbital gap   0.3580 Ha


R:
Molecular formula: C5H10N2S
Method: DFT, ωB97M-V with the def2-TZVPD basis set

Last column: Löwdin charge in e.
Element x y z (Å)
H 2.546 -0.248 -0.153  0.17
C 1.312 1.257 1.139  -0.10
H -3.253 0.772 0.844  -0.06
C 1.606 0.472 -0.137  -0.22
C -0.038 -1.269 0.310  -0.30
N -0.697 -1.885 1.032  0.17
H 1.692 1.328 -0.813  0.11
H 1.046 -0.424 -2.557  0.10
H -2.120 -0.646 1.044  -0.01
H 2.240 1.632 1.629  0.10
N 0.890 -1.156 -1.912  0.15
H 0.718 2.062 1.111  0.02
S -1.571 0.820 -0.690  0.57
C -2.780 0.034 0.391  -0.52
H 0.276 -1.950 -2.112  0.14
C 0.655 -0.574 -0.721  -0.45
H 0.913 0.512 1.831  0.07
H -3.436 -0.737 -0.236  0.07

Values from the calculation:
M   130.22 u
E_HOMO (alpha / beta)   -7.980 / -7.981 eV
Charge   0
Frontier orbital gap (alpha / beta)   0.2742 / 0.2743 Ha


Sorted by energy, starting with the most stable: P, Q, R.


P:
Molecular formula: C7H10N2
Method: DFT, ωB97M-V with the def2-TZVPD basis set

Last column: Löwdin charge in e.
Element x y z (Å)
C 1.932 0.707 0.772  -0.09
H -1.895 -0.424 1.602  0.16
C 2.530 -0.542 0.454  -0.13
H 2.348 -2.564 0.815  0.12
C -1.165 1.883 -0.421  -0.01
N -0.680 0.757 0.461  -0.19
H 2.591 1.515 1.137  0.09
H -0.414 -1.256 -1.093  0.13
H -2.253 -0.129 -0.270  0.12
H -2.031 2.345 -0.002  0.07
H -0.430 2.747 -0.536  0.11
C -1.501 -0.383 0.519  -0.23
C 0.527 -2.042 0.864  -0.03
H 3.611 -0.793 0.346  0.11
N 1.818 -1.734 0.495  -0.11
C 0.541 0.510 0.884  -0.03
C -0.653 -1.547 -0.029  -0.24
H -1.490 -2.227 0.050  0.07
H -1.344 1.534 -1.420  0.07

Values from the calculation:
M   122.17 u
E_HOMO   -7.024 eV
Charge   0
Frontier orbital gap   0.2888 Ha


Q:
Molecular formula: C7H10N2
Method: DFT, ωB97M-V with the def2-TZVPD basis set

Last column: Löwdin charge in e.
Element x y z (Å)
N -0.272 -0.651 0.238  -0.06
C -0.357 -0.850 -2.283  -0.16
H 2.193 -0.789 -1.262  0.09
N -0.766 -1.437 -3.177  0.17
H -0.796 1.239 2.463  0.08
C 1.652 0.158 -1.293  -0.02
H -2.141 1.914 1.534  0.08
H -2.192 0.234 2.107  0.08
C -1.552 1.016 1.714  -0.02
H 0.000 -1.549 2.079  0.09
H 1.433 -0.679 1.514  0.08
H 1.871 0.652 -2.243  0.09
C -0.907 0.573 0.451  -0.32
C -0.713 1.091 -0.779  0.02
C 0.153 -0.072 -1.182  -0.42
H -1.152 1.876 -1.357  0.10
C 0.587 -1.299 1.193  -0.08
H 0.968 -2.222 0.757  0.09
H 1.991 0.795 -0.473  0.09

Values from the calculation:
M   122.17 u
E_HOMO   -8.325 eV
Charge   0
Frontier orbital gap   0.3353 Ha


R:
Molecular formula: C7H10N2
Method: DFT, ωB97M-V with the def2-TZVPD basis set

Last column: Löwdin charge in e.
Element x y z (Å)
H 2.373 -0.773 3.462  0.12
H -0.629 -3.219 1.059  0.08
H -0.091 -0.499 -1.781  0.09
C -0.588 -2.270 0.532  -0.04
C 0.373 -1.370 1.213  -0.32
N 1.032 -1.754 2.253  0.09
H -1.553 -0.034 -0.916  0.09
H -0.758 1.123 -1.984  0.08
H -0.254 2.846 0.060  0.10
C 0.251 0.807 -0.129  -0.24
C 1.648 0.461 1.970  -0.01
H 1.387 2.448 0.600  0.05
C 0.674 0.038 0.910  -0.17
H 0.999 2.539 -1.140  0.09
C -0.587 0.324 -1.266  -0.04
H -1.583 -1.823 0.527  0.08
N 1.775 -0.650 2.659  -0.06
C 0.633 2.246 -0.156  -0.06
H -0.294 -2.456 -0.500  0.08

Values from the calculation:
M   122.17 u
E_HOMO   -8.165 eV
Charge   0
Frontier orbital gap   0.2994 Ha


S:
Molecular formula: C7H10N2
Method: DFT, ωB97M-V with the def2-TZVPD basis set

Last column: Löwdin charge in e.
Element x y z (Å)
H 0.627 1.257 2.063  0.09
H 1.767 1.445 0.118  0.09
H -2.030 -2.656 0.531  0.14
H 0.770 -0.553 -1.834  0.09
N 0.291 0.366 -1.983  0.07
H 0.562 -3.030 -0.117  0.10
C 0.820 -0.886 0.496  -0.06
H 0.800 3.050 -0.143  0.12
N 0.074 1.460 1.264  0.03
C -1.173 -1.883 0.722  -0.11
H 1.929 -0.711 0.522  0.13
H -0.329 0.241 -2.741  0.06
C 0.799 1.928 0.050  -0.13
C -0.198 0.215 0.477  -0.46
C -0.146 0.975 -0.794  -0.33
H -2.283 -0.099 1.123  0.08
C 0.228 -2.106 0.330  -0.06
C -1.429 -0.609 0.892  -0.01
H -1.078 1.596 -0.976  0.17

Values from the calculation:
M   122.17 u
E_HOMO   -8.282 eV
Charge   0
Frontier orbital gap   0.3253 Ha


Sorted by energy, starting with the most stable: Q, R, S, P.